Record 1
{"formula": "C34H43F22IN3O11SSi", "method": "the ωB97M-V functional and the def2-TZVPD basis", "elements": ["C", "C", "N", "C", "N", "C", "O", "C", "F", "F", "F", "C", "F", "F", "C", "C", "Si", "C", "C", "C", "C", "C", "C", "C", "C", "N", "I", "S", "O", "O", "C", "F", "F", "C", "F", "F", "F", "H", "H", "H", "H", "H", "H", "H", "H", "H", "H", "H", "H", "H", "H", "H", "H", "H", "H", "H", "H", "H", "H", "H", "C", "C", "O", "C", "O", "C", "F", "F", "F", "H", "H", "H", "H", "H", "C", "C", "O", "C", "O", "C", "F", "F", "F", "H", "H", "H", "H", "H", "C", "C", "O", "C", "O", "C", "F", "F", "F", "H", "H", "H", "H", "H", "C", "C", "O", "C", "O", "C", "F", "F", "F", "H", "H", "H", "H", "H"], "xyz": [[-1.400258, 0.878226, -1.679658], [-0.672256, 1.567577, -0.513457], [-0.072135, 0.488942, 0.313050], [0.463152, 0.790955, 1.505652], [0.654893, 2.063760, 2.043199], [-0.566444, 2.766512, 2.418314], [-1.537036, 1.741043, 2.660910], [-2.639480, 2.177752, 3.331990], [-3.114983, 3.322108, 2.831544], [-2.379596, 2.361782, 4.627591], [-3.574297, 1.238766, 3.215108], [1.682432, 2.883721, 1.438962], [2.071015, 3.744157, 2.423851], [1.197863, 3.683045, 0.477508], [2.920091, 2.125552, 0.987757], [2.971374, 1.828940, -0.528380], [3.810681, 3.169119, -1.590230], [4.386024, 2.318988, -3.192838], [5.313391, 3.936889, -0.766463], [2.563605, 4.471620, -2.133641], [2.715499, 5.804420, -1.879282], [1.777309, 6.699169, -2.290468], [0.678280, 6.260527, -2.949235], [0.507129, 4.940164, -3.211587], [1.452195, 4.059336, -2.806479], [0.917145, -0.221655, 2.265822], [1.765558, 0.140294, 4.137907], [0.879310, -1.863299, 1.773774], [1.276312, -2.052411, 0.427883], [1.644633, -2.589252, 2.711454], [-0.897545, -2.369600, 2.055588], [-0.932762, -3.130342, 3.128784], [-1.637719, -1.270406, 2.306444], [-1.533445, -3.107030, 0.843969], [-1.931971, -2.245361, -0.083439], [-0.726735, -4.020916, 0.332528], [-2.625329, -3.739587, 1.316480], [-1.941553, -0.010652, -1.362436], [-0.625740, 0.524767, -2.361686], [-2.007123, 1.577582, -2.240647], [-1.429767, 2.132371, 0.017778], [0.061615, 2.218006, -0.965315], [-0.822441, -0.190683, 0.447020], [-0.942150, 3.422480, 1.641036], [-0.391951, 3.321701, 3.336094], [3.064979, 1.207462, 1.553124], [3.755640, 2.766237, 1.249993], [3.610747, 0.953026, -0.646378], [2.012871, 1.553290, -0.961646], [5.326869, 2.782094, -3.475161], [4.495461, 1.254733, -3.007468], [3.635082, 2.480788, -3.952240], [5.804647, 4.549089, -1.520589], [5.043903, 4.607385, 0.047957], [6.003076, 3.164874, -0.434878], [3.603520, 6.107006, -1.343948], [1.912700, 7.748429, -2.084698], [-0.062298, 6.976939, -3.267644], [-0.365828, 4.592143, -3.738505], [1.300762, 3.008126, -3.028634], [-4.999680, -3.783984, -0.720635], [-5.873903, -4.797334, -0.011859], [-7.219247, -4.755134, -0.508919], [-7.434390, -5.408309, -1.647192], [-6.618534, -6.007439, -2.278471], [-8.920452, -5.316589, -2.024821], [-9.380606, -4.068303, -1.883343], [-9.647531, -6.115874, -1.236820], [-9.113120, -5.686658, -3.283855], [-5.435353, -2.785821, -0.647006], [-4.005925, -3.764261, -0.287234], [-4.908926, -4.018125, -1.781434], [-5.940937, -4.563131, 1.049352], [-5.470014, -5.804766, -0.101273], [-2.916183, -6.871527, 1.313322], [-1.693145, -7.361159, 0.565910], [-1.485522, -8.765166, 0.772994], [-2.227352, -9.574502, 0.021751], [-3.034688, -9.235893, -0.788501], [-1.861812, -11.036806, 0.317379], [-1.771486, -11.257951, 1.632711], [-0.679131, -11.336129, -0.233599], [-2.772309, -11.862552, -0.179299], [-2.842511, -7.122582, 2.372460], [-3.016654, -5.789561, 1.213172], [-3.822182, -7.342070, 0.932263], [-0.797575, -6.871058, 0.944549], [-1.762795, -7.145115, -0.500533], [1.928169, 7.337172, 6.857168], [1.595454, 7.777217, 5.447529], [2.753933, 8.313644, 4.783098], [3.594887, 7.433770, 4.265097], [3.488287, 6.242691, 4.292267], [4.744191, 8.169426, 3.559317], [5.219604, 9.165494, 4.307611], [4.316259, 8.688578, 2.400725], [5.745934, 7.337258, 3.292209], [2.376515, 8.158480, 7.416126], [1.027265, 7.009394, 7.374795], [2.644477, 6.515904, 6.854744], [0.866102, 8.583808, 5.467151], [1.171511, 6.962549, 4.860736], [2.555667, -4.450042, -4.163639], [1.292442, -3.731316, -4.585022], [1.353241, -2.328810, -4.247178], [2.029875, -1.560035, -5.090856], [2.585940, -1.910511, -6.084494], [1.961809, -0.099547, -4.622665], [2.187810, 0.016119, -3.300044], [0.747337, 0.424701, -4.857557], [2.851516, 0.659763, -5.242004], [2.747388, -4.293419, -3.101116], [2.463602, -5.518761, -4.351576], [3.421660, -4.077119, -4.709417], [0.434394, -4.127992, -4.046497], [1.097774, -3.851318, -5.649620]], "forces_ev_per_angstrom": [[1.272, -0.248, -0.093], [-1.017, -0.496, -1.336], [-1.441, 1.632, 1.364], [0.499, -0.782, -0.290], [-0.118, -0.178, -1.089], [-0.582, 0.038, 0.270], [0.214, 0.193, -0.171], [-0.574, -0.443, 0.163], [0.192, -0.096, 0.054], [0.048, 0.114, -0.163], [0.279, 0.177, 0.016], [1.530, 0.123, 1.143], [-0.310, 0.134, 0.323], [-0.461, 0.068, -0.434], [-0.228, -0.137, -0.931], [0.537, 0.172, 0.290], [0.172, -0.017, -1.085], [-0.334, 0.373, 1.213], [-0.707, -0.014, -0.058], [1.260, -1.158, 0.879], [1.221, 0.030, 0.691], [0.489, 1.386, 0.454], [-1.262, 1.276, -0.521], [-1.178, -0.456, -0.675], [-0.312, -1.593, -0.286], [-0.130, 0.106, 0.361], [-0.192, -0.031, -0.123], [1.729, -1.543, -0.251], [-0.950, 1.086, -0.791], [-0.224, 0.203, 1.179], [-0.449, 0.460, 0.088], [0.222, -0.284, -0.030], [0.055, 0.200, -0.223], [-0.722, -0.929, 0.478], [0.390, 0.161, -0.098], [0.051, 0.263, -0.022], [0.555, 0.618, 0.035], [-0.441, 0.192, 0.029], [-0.076, -0.137, -0.169], [-0.305, 0.033, 0.152], [0.209, 0.152, 0.531], [0.342, 0.181, 0.438], [0.578, -0.682, -0.516], [0.124, 0.173, -0.139], [0.234, 0.103, 0.025], [-0.225, 0.016, 0.271], [0.089, 0.122, 0.146], [0.003, -0.128, -0.097], [-0.093, -0.046, 0.022], [0.120, -0.145, -0.258], [0.267, -0.135, -0.247], [0.017, -0.007, -0.301], [0.137, -0.010, -0.088], [0.136, -0.071, 0.251], [0.145, 0.034, 0.148], [0.042, 0.375, 0.069], [-0.027, 0.198, -0.004], [-0.152, 0.085, -0.085], [-0.186, -0.015, -0.143], [0.068, -0.188, -0.065], [-0.229, 0.115, -0.400], [0.479, 0.087, 0.228], [-0.192, -0.021, 0.049], [0.331, 0.013, 0.273], [-0.070, -0.056, -0.182], [-0.448, 0.069, -0.207], [0.079, 0.035, 0.037], [0.087, -0.039, 0.093], [0.127, -0.043, -0.021], [0.013, -0.005, 0.112], [-0.148, -0.081, -0.067], [0.020, -0.092, 0.028], [-0.221, 0.022, -0.025], [-0.110, -0.039, -0.169], [-0.187, -0.174, 0.062], [-0.074, 0.530, 0.028], [0.143, -0.150, 0.008], [0.068, 0.417, 0.001], [-0.097, -0.152, -0.083], [0.003, -0.485, 0.140], [-0.005, 0.090, 0.020], [0.050, 0.121, -0.047], [-0.066, 0.094, -0.074], [0.077, 0.075, 0.005], [0.003, -0.345, -0.005], [0.029, 0.019, -0.085], [0.083, -0.203, 0.062], [-0.079, -0.168, -0.027], [0.300, -0.037, -0.007], [-0.444, -0.119, 0.381], [0.091, 0.092, -0.170], [-0.405, -0.013, 0.191], [0.115, -0.122, -0.108], [0.438, 0.206, -0.108], [-0.056, -0.009, 0.053], [-0.131, -0.038, -0.021], [-0.069, -0.118, 0.012], [-0.108, 0.046, 0.011], [-0.026, 0.032, -0.023], [-0.065, -0.051, -0.041], [0.155, 0.136, -0.109], [0.185, -0.039, -0.081], [0.200, 0.248, 0.059], [0.015, -0.629, -0.027], [-0.112, 0.256, 0.058], [-0.174, -0.542, 0.025], [0.120, 0.237, -0.092], [0.098, 0.697, 0.105], [-0.081, -0.192, 0.110], [-0.112, -0.185, -0.002], [-0.004, -0.277, -0.244], [-0.083, -0.080, 0.022], [-0.041, 0.002, -0.008], [-0.041, -0.049, -0.089], [-0.043, 0.217, 0.084], [0.086, 0.183, -0.036]], "mulliken_charge": [-1.402, 0.209, 0.456, -0.056, 0.467, -1.338, -0.599, 1.080, -0.268, -0.254, -0.235, 1.256, -0.396, -0.285, -1.482, 0.173, 0.109, -1.169, -1.439, 0.419, -0.220, -0.760, -0.460, -0.912, 0.184, -0.260, 0.311, 1.332, -0.502, -0.725, 0.392, -0.261, -0.169, 0.763, -0.159, -0.229, -0.377, 0.426, 0.232, 0.440, 0.130, 0.118, -0.025, 0.484, 0.618, 0.199, 0.608, 0.688, -0.400, 0.453, 0.292, 0.314, 0.423, 0.411, 0.407, 0.381, 0.440, 0.386, 0.477, 0.215, -0.276, -0.291, -0.356, 0.329, -0.506, 0.874, -0.248, -0.249, -0.231, 0.372, -0.460, 0.359, 0.382, 0.302, -0.508, -0.217, -0.359, 0.331, -0.502, 0.888, -0.245, -0.252, -0.231, 0.325, -0.093, 0.327, 0.284, 0.349, -1.112, -0.101, -0.318, 0.361, -0.515, 0.912, -0.246, -0.260, -0.237, 0.308, 0.380, 0.302, 0.327, 0.208, -1.112, -0.255, -0.246, -0.020, -0.507, 1.222, -0.238, -0.287, -0.249, 0.257, 0.397, 0.329, 0.347, 0.341], "molar_mass_g_mol": 1274.74, "total_charge": 1, "e_tot_ha": -5495.51194, "gap_ev": 6.37, "homo_energy_ev": -11.51, "spin_multiplicity": 1}

=====

Record 2
{"formula": "C34H43NO9", "method": "the ωB97M-V functional and the def2-TZVPD basis", "elements": ["C", "C", "C", "C", "C", "C", "O", "C", "C", "C", "C", "C", "C", "C", "O", "C", "C", "O", "C", "O", "C", "C", "C", "C", "C", "C", "C", "O", "N", "C", "O", "C", "C", "C", "C", "O", "H", "H", "H", "H", "H", "H", "H", "H", "H", "H", "H", "H", "H", "H", "H", "H", "H", "H", "H", "H", "H", "H", "H", "H", "H", "H", "H", "H", "H", "H", "H", "H", "H", "H", "H", "H", "H", "H", "H", "O", "C", "C", "C", "C", "O", "C", "C", "H", "H", "H", "H"], "xyz": [[-2.919049, -1.050222, -2.679209], [-3.341480, -1.036810, -1.374858], [-2.355210, -0.752932, -0.233575], [-1.390339, -1.726668, 0.313011], [-1.415397, -3.154295, -0.291490], [-2.124871, -4.107006, 0.752878], [-3.148995, -3.826862, 1.313928], [-0.479392, -1.384807, 1.393199], [0.572597, -2.327887, 2.024474], [1.505793, -3.091346, 0.996737], [1.863886, -2.289352, -0.307784], [2.269188, -3.375928, -1.421661], [1.612759, -3.096685, -2.834498], [0.384020, -4.008670, -3.183445], [0.410864, -4.541296, -4.528744], [-0.781102, -5.275865, -4.647832], [-1.990831, -4.738337, -5.490888], [-0.946860, -6.321921, -4.083284], [-0.549884, -0.016816, 1.947714], [0.272469, 0.368517, 3.019445], [-0.478266, -0.031608, 4.223825], [-0.303482, 0.985525, 5.402905], [-1.623215, 1.316473, 6.198401], [-2.651442, 0.130464, 6.309898], [-1.476944, 0.968520, 1.447376], [-2.364549, 0.565726, 0.344636], [-3.208965, 1.829191, 0.030572], [-4.200531, 1.988489, -0.620664], [-2.576041, 2.886374, 0.762564], [-2.111399, 4.057740, 0.019925], [-1.058977, 3.780863, -0.902857], [0.246208, 3.886701, -0.302204], [1.128561, 5.029310, -0.908643], [0.701418, 6.470557, -0.401580], [-1.761334, 2.436012, 1.864054], [-1.436707, 3.031359, 2.847699], [-1.889259, -1.430444, -2.866389], [-3.567668, -0.638289, -3.487893], [-4.435307, -1.203068, -1.201714], [-1.989922, -3.189199, -1.259168], [-0.412944, -3.588138, -0.515056], [-1.592865, -5.087467, 0.970080], [0.013577, -3.107435, 2.615191], [1.242408, -1.822098, 2.768762], [1.069338, -4.109837, 0.803869], [2.476464, -3.292504, 1.531913], [1.025727, -1.710111, -0.758466], [2.794345, -1.682921, -0.155820], [1.941936, -4.409217, -1.111652], [3.373768, -3.429253, -1.568806], [1.280294, -2.021087, -2.882732], [2.382865, -3.212631, -3.642603], [-0.566967, -3.410287, -3.071980], [0.312227, -4.836267, -2.424431], [-1.676301, -4.422187, -6.513357], [-2.746387, -5.557411, -5.625270], [-2.536010, -3.928842, -4.929227], [-1.532971, -0.232702, 3.925376], [-0.036526, -1.022078, 4.539953], [0.432945, 0.569730, 6.136704], [0.075334, 1.960874, 4.990124], [-2.168979, 2.222507, 5.838214], [-1.301518, 1.556655, 7.253356], [-3.450584, 0.293457, 7.077142], [-2.177316, -0.877912, 6.432614], [-3.198081, 0.082237, 5.322388], [-2.986466, 4.428703, -0.582439], [-1.805139, 4.906675, 0.676734], [0.177901, 4.079843, 0.802437], [0.745642, 2.881864, -0.407756], [1.223967, 4.964521, -2.025046], [2.174667, 4.865986, -0.514783], [1.624893, 7.110716, -0.376048], [-0.067955, 6.883722, -1.100521], [0.340038, 6.367738, 0.650173], [3.927211, 0.013700, -1.545307], [4.082753, 1.209819, -1.689556], [4.758358, 2.027494, -0.656390], [4.925369, 3.339279, -0.814088], [4.444084, 4.035752, -2.029698], [4.598188, 5.230816, -2.173478], [3.768297, 3.217468, -3.062838], [3.601478, 1.905707, -2.904833], [5.104089, 1.502402, 0.225201], [5.416055, 3.953140, -0.069301], [3.422038, 3.742411, -3.944304], [3.110405, 1.291670, -3.649306]], "forces_ev_per_angstrom": [[-0.132, 0.004, 1.492], [0.363, -0.066, -1.208], [0.600, -0.126, 1.441], [-0.113, 1.060, -0.081], [-0.296, -0.316, 0.598], [0.540, 0.066, -0.524], [0.390, -0.065, -0.236], [-0.693, 2.007, -0.141], [-0.079, -0.733, -0.111], [0.178, 0.459, 0.598], [0.802, -2.055, -0.751], [-0.418, 0.002, -0.504], [0.152, 0.263, -0.539], [-0.086, 0.639, 1.407], [-1.429, -0.085, 0.357], [-1.269, -0.547, -0.547], [0.223, 0.034, -0.146], [0.741, 0.403, 0.104], [-0.559, 0.304, -0.962], [-1.748, -0.766, -0.341], [0.730, -0.565, 0.791], [-0.459, 0.436, -0.269], [-0.118, -0.493, 1.287], [-0.348, 0.130, -1.259], [-0.144, -2.592, -0.941], [0.855, -0.049, 1.156], [1.134, -0.844, 0.466], [0.471, -0.208, -0.135], [0.719, 1.222, 0.792], [-1.245, 1.263, -0.894], [0.016, 0.318, 1.047], [0.909, -0.241, -0.009], [0.433, -0.002, 0.647], [0.570, -0.864, -0.571], [-0.202, -2.436, -1.816], [0.012, 0.254, -0.465], [-0.482, 1.345, -0.202], [0.392, -1.391, 0.493], [1.013, 1.196, 0.294], [0.331, 0.124, 1.098], [-0.702, 0.575, 0.287], [-0.391, 0.665, -0.238], [0.460, 0.648, -0.453], [-0.968, 0.029, -0.840], [0.399, 1.047, -0.169], [-0.934, 0.082, -0.475], [0.654, -0.136, 0.782], [-1.277, -0.090, 0.007], [0.370, 0.971, -0.134], [-0.806, 0.144, 0.291], [0.394, -0.977, 0.005], [-0.726, -0.028, 0.654], [0.813, -0.485, -0.141], [0.154, 0.487, -0.913], [-0.190, 0.176, 0.925], [1.003, 0.567, 0.329], [0.838, -0.475, -0.667], [0.707, 0.449, 0.423], [-0.569, 0.842, -0.287], [-0.489, 0.417, -0.747], [-0.132, -1.064, 0.326], [0.602, -0.745, -0.037], [-0.251, -0.046, -1.038], [0.919, -0.103, -0.480], [-0.296, 0.934, 0.199], [0.400, -0.113, 0.979], [0.891, -0.499, 0.442], [-0.305, -0.978, -0.025], [-0.110, -0.171, -0.864], [-0.353, 0.920, -0.058], [-0.359, 0.074, 0.963], [-0.995, -0.065, -0.323], [-1.078, -0.366, -0.189], [0.566, -0.083, 0.922], [0.040, 0.302, -0.862], [0.035, 0.110, -0.035], [-0.043, -0.199, 0.022], [0.064, 0.160, 0.091], [0.022, -0.161, 0.129], [0.047, 0.247, -0.051], [-0.016, -0.123, 0.019], [-0.087, -0.172, -0.074], [-0.045, 0.143, -0.116], [-0.024, -0.035, -0.022], [-0.008, 0.036, -0.030], [0.018, 0.038, 0.025], [0.005, -0.035, 0.032]], "mulliken_charge": [-0.672, -0.905, 0.282, 1.460, 0.175, -0.213, -0.466, 0.482, -1.331, -1.119, -0.231, -1.038, -0.560, 0.125, -0.489, 0.772, -0.753, -0.520, 0.107, -0.583, -0.379, -0.746, -0.354, -1.013, 0.717, 0.641, -0.030, -0.564, 0.292, -0.637, -0.398, -0.187, 0.005, -1.223, -0.233, -0.548, 0.086, 0.335, 0.326, 0.583, -0.970, 0.358, 0.306, 0.336, 0.373, 0.493, 0.156, 0.545, 0.489, 0.460, 0.387, 0.334, -0.325, 0.288, 0.308, 0.302, 0.131, 0.289, 0.342, 0.383, 0.180, 0.229, 0.315, 0.354, 0.255, 0.231, 0.312, 0.368, 0.287, 0.142, 0.324, -0.061, 0.405, 0.251, 0.264, -0.553, 0.452, -0.364, -0.296, 0.212, -0.587, -0.286, -0.376, 0.445, 0.429, 0.448, 0.440], "molar_mass_g_mol": 609.72, "total_charge": 0, "e_tot_ha": -2053.07731, "smiles": "C=Cc1c(CC=O)c(CCCCCCOC(C)=O)c(OCCCC)c2c1C(=O)N(COCCC)C2=O.O=C1C=CC(=O)C=C1", "gap_ev": 7.33, "homo_energy_ev": -9.09, "spin_multiplicity": 1}